# 1
Here is a structure of composition C3H2FO2Tb in a non-equilibrium geometry from the Open Molecules 2025 dataset. Energies are from the ωB97M-V functional and the def2-TZVPD basis.

Geometry as XYZ:
```
9
Properties=species:S:1:pos:R:3:forces:R:3:lowdin_charge:R:1
C 0.473030 -0.057466 0.380135 -1.5002 1.6477 0.6147 -0.564
C -2.432802 -0.104274 0.433260 -0.9731 -1.2715 -1.4045 -0.092
O -0.098795 0.762885 1.093898 2.4250 -0.7730 -0.7300 -0.043
O -0.369216 -0.951651 -0.274654 1.4436 -1.4634 -1.5609 -0.148
C -1.622908 -1.165224 0.249308 -0.5886 1.5997 1.8451 -0.138
H -3.203738 -0.046059 1.199577 -0.0777 -0.1168 -0.4454 0.127
F -2.566290 0.836184 -0.540525 0.8407 0.0745 1.2170 0.027
H -1.736389 -2.041720 0.887353 0.2352 0.2589 -0.0903 0.122
Tb 3.014173 -0.060733 -0.429407 -1.8048 0.0440 0.5544 1.709
```
Forces are in eV/Å.

Summary:
* LUMO energy (alpha / beta): -5.1 / -6.3 eV
* largest force on an atom: 2.648 eV/Å
* net charge: +1
* orbital gap (alpha / beta): 0.238 / 0.193 hartree
* energy: -1189.87573 Eh
* spin multiplicity: 8
* HOMO energy (alpha / beta): -0.425 / -0.425 hartree
* ΔE to the lowest compared entry with this formula, charge and spin: 2.3769 eV



# 2
Here is a structure of composition C3H2FeO3 in a non-equilibrium geometry from the Open Molecules 2025 dataset. Energies are from the ωB97M-V functional and the def2-TZVPD basis.

Geometry as XYZ:
```
9
Properties=species:S:1:pos:R:3:forces:R:3:lowdin_charge:R:1
O -1.151495 1.947937 0.639316 -0.9546 -1.3912 -0.8165 0.082
C -0.752754 2.739784 1.500025 1.1393 0.6082 1.2649 0.346
H -1.370679 3.631192 1.640171 -0.0639 0.2726 -0.1877 0.200
H 0.171496 2.524574 2.048646 -0.1727 0.0264 0.3552 0.187
O -0.516522 0.635116 0.613183 -0.0820 1.3683 -0.5021 -0.029
Fe -0.382617 0.285174 -1.204236 0.0820 -1.4450 0.3504 1.432
O -0.016819 -1.643498 -0.572871 -0.2846 1.1843 -0.7660 0.134
C 0.795929 -2.420992 -0.220634 3.1228 -3.5457 1.8225 -0.061
C 1.683127 -3.340903 0.232356 -2.7863 2.9222 -1.5207 0.710
```
Forces are in eV/Å.

Summary:
* LUMO energy (alpha / beta): -20.0 / -18.0 eV
* largest force on an atom: 5.064 eV/Å
* net charge: +3
* orbital gap (alpha / beta): 0.170 / 0.199 hartree
* energy: -1603.06603 Eh
* spin multiplicity: 6
* HOMO energy (alpha / beta): -0.903 / -0.861 hartree
* ΔE to the lowest compared entry with this formula, charge and spin: 10.1185 eV



# 3
Here is a structure of composition C3H2HgO2 in a non-equilibrium geometry from the Open Molecules 2025 dataset. Energies are from the ωB97M-V functional and the def2-TZVPD basis.

Geometry as XYZ:
```
8
Properties=species:S:1:pos:R:3:forces:R:3:lowdin_charge:R:1
O -1.020875 1.144371 0.006272 -4.1192 0.5667 0.3252 -0.357
C -1.506563 -0.064146 0.096962 0.1501 -1.5102 0.2293 -0.305
C -0.727347 -1.183466 -0.067312 -2.6099 0.7197 -0.3935 -0.205
O 0.548233 -0.798291 -0.533978 1.1736 -7.2023 0.8252 -0.488
C 1.388847 -0.976568 0.572202 -0.5013 -0.1365 -1.9904 0.068
Hg 0.934304 1.080348 -0.048228 5.2588 7.0035 1.1940 1.048
H -2.561526 -0.180092 0.383486 0.3205 0.1181 -0.2993 0.125
H -1.047876 -2.219200 -0.169502 0.3274 0.4410 0.1095 0.113
```
Forces are in eV/Å.

Summary:
* LUMO energy (alpha / beta): -1.6 / -0.9 eV
* largest force on an atom: 8.839 eV/Å
* net charge: 0
* orbital gap (alpha / beta): 0.244 / 0.262 hartree
* energy: -419.08338 Eh
* HOMO energy (alpha / beta): -0.301 / -0.294 hartree
* ΔE to the lowest compared entry with this formula, charge and spin: 7.5211 eV



# 4
Here is a structure of composition C3H2I2O2 in a non-equilibrium geometry from the Open Molecules 2025 dataset. Energies are from the ωB97M-V functional and the def2-TZVPD basis.

Geometry as XYZ:
```
9
Properties=species:S:1:pos:R:3:forces:R:3:lowdin_charge:R:1
C 2.151062 -0.946281 0.160895 -0.1203 -3.2900 0.0107 -0.496
C 0.265117 -0.235028 -0.093657 -1.2721 0.2651 -0.8553 -0.339
C 0.597863 -1.711195 0.006515 2.2615 1.4888 -0.2791 -1.306
O 3.255315 -1.318522 0.428658 -1.7741 1.1241 -0.5179 0.143
O 1.586538 0.216235 -0.131978 1.9188 1.1530 0.6128 0.054
I 0.021406 -2.731429 1.716146 -0.2108 -0.2133 0.4710 0.880
I 0.231368 -2.728304 -1.774112 0.1471 -0.3826 -0.4506 0.865
H -0.242593 0.295266 -0.875026 -0.4423 -0.8011 -1.2773 0.118
H -0.277335 0.098097 0.724289 -0.5078 0.6561 2.2856 0.080
```
Forces are in eV/Å.

Summary:
* LUMO energy: -0.2 eV
* largest force on an atom: 3.292 eV/Å
* net charge: 0
* orbital gap: 0.349 hartree
* energy: -861.32991 Eh
* HOMO energy: -0.357 hartree
* ΔE to the lowest compared entry with this formula, charge and spin: 1.2683 eV



# 5
Here is a structure of composition C3H2IN in a non-equilibrium geometry from the Open Molecules 2025 dataset. Energies are from the ωB97M-V functional and the def2-TZVPD basis.

Geometry as XYZ:
```
7
Properties=species:S:1:pos:R:3:forces:R:3:lowdin_charge:R:1
C 0.319504 0.412822 0.848850 -0.0726 0.5551 -0.8953 -0.117
C -0.295839 -0.291034 -0.884810 0.1415 0.0744 0.4936 -0.164
C 0.201165 1.044506 -0.315344 0.3476 1.0116 0.3141 -0.769
N -0.180580 -0.888153 0.229475 -0.3006 -1.0707 -0.0599 0.065
I 0.533972 2.963334 -1.043679 -0.0660 -0.4073 0.1734 0.794
H 0.618043 0.598391 1.858860 0.0735 0.0410 0.2535 0.092
H -0.628157 -0.655890 -1.837603 -0.1233 -0.2039 -0.2795 0.099
```
Forces are in eV/Å.

Summary:
* LUMO energy: -0.4 eV
* largest force on an atom: 1.115 eV/Å
* net charge: 0
* orbital gap: 0.306 hartree
* energy: -467.82390 Eh
* HOMO energy: -0.320 hartree
* ΔE to the lowest compared entry with this formula, charge and spin: 2.3418 eV



# 6
Here is a cluster of 2 separate species, C3H2IN2S in total in a non-equilibrium geometry from the Open Molecules 2025 dataset. Energies are from the ωB97M-V functional and the def2-TZVPD basis.

Geometry as XYZ:
```
9
Properties=species:S:1:pos:R:3:forces:R:3:lowdin_charge:R:1
C -0.315507 -0.542692 0.399260 -0.0087 -0.3837 1.8003 -0.193
C -0.648660 2.179648 -0.488097 -0.5606 0.1848 1.7652 0.039
C 0.199002 -0.221658 -0.758801 0.4857 -0.6149 -1.1315 -0.669
N -1.032258 0.473916 1.131862 -0.2266 1.1119 -0.0759 -0.015
N -1.100928 1.575084 0.489369 1.0126 -1.4015 -2.0630 -0.111
S 0.660554 0.115146 -2.225033 -0.1375 -0.2424 0.5569 0.740
I 3.394283 -4.716666 1.832876 -0.0540 0.0395 -0.0223 -0.995
H -0.100169 -1.492463 1.012760 -0.3257 1.6034 -1.3636 0.150
H -1.056316 2.629685 -1.394194 -0.1852 -0.2970 0.5340 0.054
```
Forces are in eV/Å.

Summary:
* LUMO energy: 1.1 eV
* largest force on an atom: 2.692 eV/Å
* net charge: -1
* orbital gap: 0.162 hartree
* energy: -920.80835 Eh
* HOMO energy: -0.121 hartree
* ΔE to the lowest compared entry with this formula, charge and spin: 3.3928 eV